a) 6 unconnected molecules or ions with the total composition H13O6, computed with wB97M-V/def2-TZVPD.

Output
Charge: +1
Highest occupied orbital energy, Ha: -0.5562
HOMO-LUMO gap, eV: 11.65

Last column: natural (NBO) charge in e.
Element x y z (Å)
1 O -0.09 0.43 -0.87  -0.816
2 H 0.00 -0.58 -0.76  0.571
3 H 0.70 0.95 -0.61  0.536
4 H -0.82 0.69 -0.26  0.545
5 O -1.12 -0.14 2.21  -0.939
6 H -0.18 -0.36 2.09  0.479
7 H -1.70 -0.38 1.48  0.463
8 O 2.33 -0.91 -0.97  -0.969
9 H 3.19 -0.51 -0.82  0.486
10 H 2.46 -1.85 -0.96  0.487
11 O -0.62 -2.18 -0.58  -0.957
12 H -0.31 -3.07 -0.46  0.510
13 H -1.52 -2.16 -0.25  0.491
14 O -2.46 1.22 0.18  -0.982
15 H -2.65 2.15 0.43  0.518
16 H -3.25 0.71 0.34  0.501
17 O 1.98 1.93 -0.47  -0.893
18 H 1.51 2.52 0.09  0.482
19 H 2.54 1.55 0.20  0.487


b) 6 unconnected molecules or ions with the total composition H13O6, computed with wB97M-V/def2-TZVPD.

Output
Charge: +1
Highest occupied orbital energy, Ha: -0.5593
HOMO-LUMO gap, eV: 11.58

Last column: natural (NBO) charge in e.
Element x y z (Å)
1 O -30.35 -16.12 -4.13  -0.821
2 H -30.93 -15.33 -4.00  0.561
3 H -29.95 -16.09 -5.09  0.560
4 H -29.68 -15.96 -3.42  0.567
5 O -29.95 -14.92 -1.35  -0.976
6 H -29.02 -14.93 -1.10  0.488
7 H -30.43 -14.48 -0.67  0.491
8 O -27.96 -15.23 -3.11  -0.977
9 H -27.32 -14.74 -3.64  0.504
10 H -27.45 -15.96 -2.68  0.493
11 O -31.75 -13.85 -3.78  -0.953
12 H -31.99 -13.26 -4.48  0.496
13 H -31.59 -13.20 -3.07  0.504
14 O -29.58 -15.54 -6.69  -0.951
15 H -28.94 -14.84 -6.56  0.494
16 H -29.19 -16.18 -7.32  0.516
17 O -27.38 -18.11 -4.64  -0.900
18 H -27.51 -17.25 -4.96  0.447
19 H -27.60 -18.02 -3.71  0.456


Most stable structure - b); separation to the second - 16.8 kJ/mol.